The following is a DFT calculation (ωB97M-V/def2-TZVPD) of one molecule with the formula C6H10O at a distorted geometry.

As for the structure (SMILES): C[C@H]1O[C@H]2C[C@]21C. The total energy comes out at -8428.66773 eV. The charge is 0. The relative energy (zero: lowest compared OMol25 entry of this formula, charge and spin) comes out at 248.2 kJ/mol. The lowest unoccupied orbital energy is 1.060 eV. The HOMO energy comes out at -8.2 eV.

Each line ends with the Mulliken charge.
Element x y z (Å)
C -2.038 -0.064 0.339  -1.317
C -0.609 -0.149 0.817  0.295
O -0.168 -1.508 1.002  -0.432
C 1.002 -1.331 0.260  -0.198
C 0.784 -0.859 -1.077  -0.645
C 0.530 0.231 -0.104  0.430
C 1.070 1.614 -0.255  -1.297
H -2.342 0.983 0.241  0.348
H -2.153 -0.549 -0.632  0.297
H -2.716 -0.547 1.049  0.331
H -0.504 0.383 1.773  0.311
H 1.914 -1.733 0.625  0.418
H 1.656 -0.717 -1.715  0.306
H -0.047 -1.695 -1.417  0.186
H 0.382 2.243 -0.833  0.293
H 1.216 2.090 0.717  0.309
H 2.023 1.609 -0.788  0.365